No. 1
# C2HBrO2

2 unconnected molecules or ions with the total composition C2HBrO2 (wB97M-V/def2-TZVPD, OMol25).

Structure (XYZ):
```
6
Properties=species:S:1:pos:R:3:mulliken_charge:R:1
O -0.65810 -0.50752 0.22483 -0.36
Br 3.03317 0.29098 0.04717 -0.01
H 0.88680 1.24194 0.37668 0.13
C 1.37269 0.89654 -0.54635 -0.10
C -1.77804 -0.75633 -0.00540 0.69
O -2.85653 -1.16560 -0.09693 -0.35
```

energy relative to the best compared isomer or geometry (same formula, charge and spin) = 103.4 kJ/mol
HOMO-LUMO gap = 8.298 eV
calculated total energy = -2801.19668 a.u.



No. 2
# C2HCdFO

A molecular structure, C2HCdFO (wB97M-V/def2-TZVPD, OMol25).

Structure (XYZ):
```
6
Properties=species:S:1:pos:R:3:mulliken_charge:R:1
F 2.64253 -2.37659 0.50225 -0.77
C 0.05830 -0.21123 0.32185 -0.73
C -0.78648 0.67520 0.17387 0.69
O -1.63277 1.43859 -0.46841 -0.46
Cd 1.03274 -1.88541 -0.20662 0.91
H -1.31432 2.35943 -0.32295 0.36
```

energy relative to the best compared isomer or geometry (same formula, charge and spin) = 0.0 kJ/mol
HOMO-LUMO gap = 8.021 eV
calculated total energy = -419.50554 a.u.